92
Properties=species:S:1:pos:R:3:mulliken_charge:R:1 method="wB97M-V/def2-TZVPD" orbital_gap_ev=8.63 total_energy_ha=-3743.5059 de_lowest_kcal_mol=56.55 homo_energy_ha=-0.322
N 0.52 -0.07 -0.20 0.13
H -0.33 -0.73 -0.24 0.28
H 0.56 0.40 -1.06 0.20
H 1.43 -0.60 -0.23 0.17
H 0.34 0.45 0.73 0.14
F 0.95 -0.85 2.52 -0.85
C 1.71 0.33 -5.78 -1.90
C 2.69 0.82 -4.82 0.72
C 2.01 1.42 -3.55 -0.50
O 2.39 0.53 -2.47 -0.19
C 2.94 -0.52 -2.95 0.59
O 3.07 -1.61 -2.26 -0.63
O 3.25 -0.44 -4.20 -0.32
H 0.93 0.92 -6.31 0.41
H 1.10 -0.27 -5.37 0.63
H 2.10 -0.06 -6.70 0.38
H 3.53 1.48 -5.23 0.29
H 1.10 1.48 -3.85 0.24
H 2.39 2.43 -3.38 0.24
C 0.98 -4.83 3.08 -1.16
C -0.18 -3.86 3.34 0.49
C -1.09 -3.59 2.08 0.02
O -2.27 -4.17 2.37 -0.39
C -2.29 -4.62 3.65 0.69
O -3.17 -5.36 4.13 -0.64
O -1.15 -4.39 4.32 -0.38
H 0.82 -5.83 2.83 0.46
H 1.80 -4.94 3.84 0.35
H 1.61 -4.60 2.00 -0.05
H 0.20 -2.99 3.81 0.27
H -0.90 -4.23 1.36 0.73
H -1.25 -2.48 2.01 -0.42
C 5.27 -2.98 0.33 -1.46
C 3.93 -3.11 1.03 0.54
C 4.13 -2.47 2.31 -0.69
S 5.80 -1.71 2.44 1.13
O 6.73 -2.68 3.00 -0.64
O 5.62 -0.36 2.85 -0.65
C 5.95 -1.69 0.69 -0.82
H 5.13 -3.19 -0.59 0.88
H 6.12 -3.70 0.69 0.29
H 3.66 -4.21 1.03 0.35
H 3.13 -2.38 0.47 -0.38
H 3.97 -3.22 3.45 0.11
H 3.45 -1.80 2.46 0.49
H 6.92 -1.44 0.52 0.60
H 5.42 -0.93 0.19 0.22
C -3.61 -0.82 3.56 -0.65
C -2.37 -0.01 3.98 -1.48
C -2.45 1.44 3.47 -0.55
S -3.30 1.25 1.83 1.04
O -2.30 1.22 0.78 -0.25
O -4.39 2.15 1.71 -0.76
C -3.77 -0.43 2.08 -0.35
H -4.42 -0.73 4.23 0.37
H -3.35 -1.84 3.63 0.07
H -1.58 -0.48 3.67 0.15
H -2.14 -0.14 4.85 1.39
H -1.41 1.62 3.29 0.34
H -2.92 2.23 4.18 0.30
H -3.15 -1.13 1.43 0.14
H -4.83 -0.48 1.67 0.43
C -4.87 1.79 -3.64 -1.26
C -5.27 0.42 -3.03 -0.50
C -4.04 -0.41 -3.05 -0.62
S -2.61 0.75 -3.38 1.03
O -2.23 0.54 -4.74 -0.74
O -1.73 0.45 -2.33 -0.48
C -3.51 2.30 -3.19 -0.64
H -5.67 2.34 -3.28 0.52
H -4.89 1.84 -4.65 0.42
H -6.01 -0.08 -3.49 0.50
H -5.41 0.69 -1.90 0.14
H -4.15 -1.08 -4.06 0.31
H -3.86 -0.92 -2.04 0.19
H -2.88 2.87 -3.65 0.88
H -3.59 2.65 -2.11 0.15
C 1.09 4.58 1.23 -0.88
C 1.53 5.20 -0.17 -1.02
C 0.34 5.35 -1.07 -0.66
S -0.61 3.94 -0.77 1.26
O 0.10 2.82 -1.26 -0.43
O -1.95 4.18 -1.20 -0.81
C -0.40 3.86 0.97 -0.45
H 1.14 5.45 1.85 0.42
H 1.73 3.82 1.24 0.42
H 2.16 4.46 -0.67 0.10
H 1.95 6.00 0.01 0.82
H 0.77 5.48 -1.98 0.43
H -0.42 6.19 -0.95 0.35
H -0.54 2.88 1.37 -0.20
H -1.18 4.45 1.24 0.62

=====

79
Properties=species:S:1:pos:R:3:mulliken_charge:R:1 method="wB97M-V/def2-TZVPD" orbital_gap_ev=9.07 total_energy_ha=-1671.8124 de_lowest_kcal_mol=0.00 homo_energy_ha=-0.318 smiles="CCCCCCN[C@](CCCI)(CCCCCCCOC)COC.C[C@@H]1COC(=O)O1"
C -3.53 -0.32 -4.53 -1.10
C -3.77 -1.26 -3.28 -0.19
C -4.10 -0.46 -1.97 -0.98
C -2.84 0.00 -1.17 -0.79
C -2.01 -1.16 -0.52 -0.07
C -0.58 -0.63 -0.05 -0.28
N 0.47 -1.60 -0.45 -0.46
C 1.70 -0.92 -0.98 2.36
C 2.78 -2.08 -1.08 -1.84
C 3.93 -1.79 -2.12 -0.61
C 3.81 -2.82 -3.29 -1.04
I 4.93 -2.30 -5.07 -0.04
C 2.24 0.09 0.13 -1.39
C 2.06 1.62 -0.20 -0.32
C 1.96 2.39 1.20 -0.88
C 3.32 2.98 1.68 -0.43
C 3.17 3.74 3.05 -0.83
C 3.21 5.31 2.89 -0.76
C 1.79 5.90 2.51 -0.23
O 1.49 7.02 3.34 -0.36
C 0.51 7.87 2.74 -0.63
C 1.40 -0.26 -2.36 -1.69
O 1.18 -1.20 -3.41 -0.37
C -0.19 -1.59 -3.49 -0.36
H -3.96 -0.77 -5.45 0.35
H -4.03 0.67 -4.41 0.27
H -2.45 -0.16 -4.75 0.24
H -2.95 -1.99 -3.18 0.13
H -4.69 -1.85 -3.52 0.41
H -4.68 0.44 -2.26 0.46
H -4.73 -1.08 -1.29 0.29
H -2.17 0.57 -1.86 0.23
H -3.09 0.72 -0.34 0.38
H -1.93 -2.01 -1.23 0.24
H -2.52 -1.55 0.36 0.35
H -0.67 -0.56 1.07 0.21
H -0.42 0.40 -0.42 -0.13
H 0.81 -1.99 0.43 0.44
H 3.26 -2.27 -0.09 0.51
H 2.24 -3.00 -1.39 0.54
H 4.89 -2.03 -1.60 0.39
H 4.01 -0.74 -2.45 0.44
H 4.23 -3.79 -2.91 0.48
H 2.77 -3.04 -3.60 0.34
H 3.34 -0.09 0.20 0.43
H 1.84 -0.18 1.13 0.29
H 2.97 2.03 -0.69 0.44
H 1.14 1.88 -0.74 0.35
H 1.57 1.74 2.01 0.37
H 1.20 3.21 1.08 0.23
H 3.68 3.70 0.90 0.35
H 4.06 2.16 1.84 0.26
H 2.23 3.50 3.59 0.40
H 4.02 3.45 3.71 0.39
H 3.92 5.62 2.10 0.32
H 3.56 5.77 3.84 0.31
H 1.04 5.10 2.75 0.21
H 1.77 6.13 1.42 0.30
H 0.88 8.92 2.82 0.22
H 0.33 7.65 1.67 0.31
H -0.47 7.80 3.26 0.23
H 2.27 0.36 -2.70 0.47
H 0.53 0.44 -2.33 0.44
H -0.37 -2.06 -4.48 0.43
H -0.35 -2.39 -2.72 0.26
H -0.91 -0.77 -3.30 -0.18
C -4.08 -5.62 4.17 -1.47
C -3.29 -4.98 3.05 0.50
C -2.79 -3.60 3.37 -0.58
O -2.69 -3.02 2.07 -0.30
C -3.60 -3.64 1.28 0.62
O -3.93 -3.29 0.19 -0.49
O -4.11 -4.74 1.90 -0.37
H -4.35 -6.64 3.91 0.36
H -3.50 -5.64 5.10 0.37
H -5.01 -5.08 4.35 0.36
H -2.47 -5.64 2.75 0.24
H -1.82 -3.61 3.86 0.35
H -3.49 -3.01 3.96 0.30

=====

84
Properties=species:S:1:pos:R:3:mulliken_charge:R:1 method="wB97M-V/def2-TZVPD" orbital_gap_ev=9.19 charge=+1 total_energy_ha=-2352.9897 homo_energy_ha=-0.450
C -4.54 -1.66 -0.62 -0.85
C -4.29 -2.92 0.20 -0.72
C -2.85 -3.05 0.72 -0.06
C -1.94 -3.97 -0.11 -1.16
C -0.76 -3.29 -0.81 -0.50
C -1.14 -2.51 -2.07 0.02
C 0.00 -2.38 -3.08 -1.45
C 0.82 -1.09 -2.91 -0.03
C 0.49 0.01 -3.92 -1.00
C 0.21 1.42 -3.35 -0.60
C 1.42 2.38 -3.27 -0.96
C 2.05 2.67 -1.90 -1.00
C 2.30 1.47 -1.00 0.64
C 2.76 1.84 0.42 0.43
C 2.38 0.72 1.39 -1.88
N 3.00 0.87 2.72 0.67
C 2.48 1.30 3.95 0.76
C 1.11 1.70 4.43 -1.24
C -0.05 2.17 3.55 -0.33
C -1.09 1.07 3.33 -0.74
C -2.03 1.30 2.19 -0.44
O -2.83 2.46 2.39 -0.44
C -2.47 3.58 1.79 0.28
O -3.14 4.53 1.78 -0.43
C 3.55 1.26 4.82 -0.63
N 4.63 0.78 4.17 0.54
N 5.91 0.56 4.74 -1.24
C 4.32 0.57 2.89 0.45
P 5.53 0.07 1.64 0.59
O 4.66 -0.92 0.79 -0.54
O 6.50 -0.93 2.39 -0.54
S 6.34 1.59 0.82 -0.30
H -3.69 -1.45 -1.27 0.16
H -4.69 -0.81 0.03 0.31
H -5.42 -1.75 -1.25 0.28
H -4.55 -3.79 -0.39 0.33
H -4.96 -2.90 1.05 0.36
H -2.90 -3.45 1.73 0.46
H -2.42 -2.05 0.79 -0.14
H -1.56 -4.75 0.54 0.35
H -2.55 -4.46 -0.86 0.49
H -0.02 -4.05 -1.04 0.58
H -0.31 -2.62 -0.07 -0.07
H -1.47 -1.52 -1.77 -0.10
H -2.01 -2.99 -2.52 0.68
H 0.68 -3.22 -2.91 0.41
H -0.40 -2.43 -4.08 0.45
H 1.88 -1.34 -2.99 0.56
H 0.66 -0.74 -1.89 -0.14
H -0.39 -0.29 -4.47 0.53
H 1.30 0.10 -4.64 0.34
H -0.28 1.32 -2.39 0.20
H -0.52 1.88 -4.00 0.46
H 2.18 2.03 -3.97 0.47
H 1.08 3.33 -3.66 0.34
H 3.02 3.14 -2.08 0.31
H 1.46 3.42 -1.39 0.44
H 3.03 0.82 -1.47 0.37
H 1.37 0.91 -0.91 -0.69
H 3.84 1.95 0.44 -0.17
H 2.33 2.79 0.72 0.35
H 1.32 0.58 1.49 0.54
H 2.77 -0.20 0.98 0.28
H 0.73 0.87 5.03 0.38
H 1.32 2.49 5.15 0.51
H 0.28 2.58 2.61 0.14
H -0.54 2.98 4.09 0.50
H -0.56 0.14 3.12 0.41
H -1.65 0.89 4.25 0.46
H -1.49 1.35 1.25 0.35
H -2.72 0.47 2.11 0.19
H -1.49 3.53 1.32 0.25
H 3.56 1.52 5.86 0.44
H 5.79 0.68 5.74 0.28
H 6.11 -0.43 4.62 0.30
H 5.22 -1.54 0.29 0.37
H 7.22 -0.41 2.79 0.40
C -6.42 -0.41 -5.47 -0.72
N -6.08 -0.85 -4.09 0.82
O -6.94 -0.76 -3.24 -0.51
O -4.96 -1.27 -3.91 -0.47
H -7.45 -0.07 -5.48 0.31
H -5.73 0.38 -5.74 0.28
H -6.28 -1.27 -6.13 0.29

=====

Repeat the second record exactly.
79
Properties=species:S:1:pos:R:3:mulliken_charge:R:1 method="wB97M-V/def2-TZVPD" orbital_gap_ev=9.07 total_energy_ha=-1671.8124 de_lowest_kcal_mol=0.00 homo_energy_ha=-0.318 smiles="CCCCCCN[C@](CCCI)(CCCCCCCOC)COC.C[C@@H]1COC(=O)O1"
C -3.53 -0.32 -4.53 -1.10
C -3.77 -1.26 -3.28 -0.19
C -4.10 -0.46 -1.97 -0.98
C -2.84 0.00 -1.17 -0.79
C -2.01 -1.16 -0.52 -0.07
C -0.58 -0.63 -0.05 -0.28
N 0.47 -1.60 -0.45 -0.46
C 1.70 -0.92 -0.98 2.36
C 2.78 -2.08 -1.08 -1.84
C 3.93 -1.79 -2.12 -0.61
C 3.81 -2.82 -3.29 -1.04
I 4.93 -2.30 -5.07 -0.04
C 2.24 0.09 0.13 -1.39
C 2.06 1.62 -0.20 -0.32
C 1.96 2.39 1.20 -0.88
C 3.32 2.98 1.68 -0.43
C 3.17 3.74 3.05 -0.83
C 3.21 5.31 2.89 -0.76
C 1.79 5.90 2.51 -0.23
O 1.49 7.02 3.34 -0.36
C 0.51 7.87 2.74 -0.63
C 1.40 -0.26 -2.36 -1.69
O 1.18 -1.20 -3.41 -0.37
C -0.19 -1.59 -3.49 -0.36
H -3.96 -0.77 -5.45 0.35
H -4.03 0.67 -4.41 0.27
H -2.45 -0.16 -4.75 0.24
H -2.95 -1.99 -3.18 0.13
H -4.69 -1.85 -3.52 0.41
H -4.68 0.44 -2.26 0.46
H -4.73 -1.08 -1.29 0.29
H -2.17 0.57 -1.86 0.23
H -3.09 0.72 -0.34 0.38
H -1.93 -2.01 -1.23 0.24
H -2.52 -1.55 0.36 0.35
H -0.67 -0.56 1.07 0.21
H -0.42 0.40 -0.42 -0.13
H 0.81 -1.99 0.43 0.44
H 3.26 -2.27 -0.09 0.51
H 2.24 -3.00 -1.39 0.54
H 4.89 -2.03 -1.60 0.39
H 4.01 -0.74 -2.45 0.44
H 4.23 -3.79 -2.91 0.48
H 2.77 -3.04 -3.60 0.34
H 3.34 -0.09 0.20 0.43
H 1.84 -0.18 1.13 0.29
H 2.97 2.03 -0.69 0.44
H 1.14 1.88 -0.74 0.35
H 1.57 1.74 2.01 0.37
H 1.20 3.21 1.08 0.23
H 3.68 3.70 0.90 0.35
H 4.06 2.16 1.84 0.26
H 2.23 3.50 3.59 0.40
H 4.02 3.45 3.71 0.39
H 3.92 5.62 2.10 0.32
H 3.56 5.77 3.84 0.31
H 1.04 5.10 2.75 0.21
H 1.77 6.13 1.42 0.30
H 0.88 8.92 2.82 0.22
H 0.33 7.65 1.67 0.31
H -0.47 7.80 3.26 0.23
H 2.27 0.36 -2.70 0.47
H 0.53 0.44 -2.33 0.44
H -0.37 -2.06 -4.48 0.43
H -0.35 -2.39 -2.72 0.26
H -0.91 -0.77 -3.30 -0.18
C -4.08 -5.62 4.17 -1.47
C -3.29 -4.98 3.05 0.50
C -2.79 -3.60 3.37 -0.58
O -2.69 -3.02 2.07 -0.30
C -3.60 -3.64 1.28 0.62
O -3.93 -3.29 0.19 -0.49
O -4.11 -4.74 1.90 -0.37
H -4.35 -6.64 3.91 0.36
H -3.50 -5.64 5.10 0.37
H -5.01 -5.08 4.35 0.36
H -2.47 -5.64 2.75 0.24
H -1.82 -3.61 3.86 0.35
H -3.49 -3.01 3.96 0.30